{
  "formula": "C3H6N2O2",
  "method": "wB97M-V/def2-TZVPD",
  "molar_mass_g_mol": 102.093,
  "e_tot_ha": -377.78332,
  "smiles": "[H]/N=C/N(O)CC=O",
  "total_charge": 0,
  "symbols": ["C", "C", "N", "H", "H", "H", "O", "H", "N", "C", "H", "O", "H"],
  "positions_angstrom": [[-1.69854, -0.15097, -0.40081], [1.48732, -0.17921, -0.23406], [0.38241, 0.50831, 0.32522], [-1.25771, 0.50421, 1.76206], [-0.59754, -1.10429, 1.16914], [-1.13977, -0.00477, -1.33552], [-2.84093, -0.68792, -0.38103], [0.13787, 2.25174, 0.35228], [1.62813, -1.45525, -0.14461], [-0.81602, -0.07812, 0.77092], [2.11981, 0.44297, -0.73308], [0.17336, 1.69683, -0.45753], [2.42161, -1.74351, -0.69296]],
  "forces_ev_per_a": [[-4.41, -3.74, -0.46], [-2.80, -3.19, 1.62], [3.16, -0.08, -0.85], [0.83, -1.24, -2.63], [-0.14, 0.75, -0.61], [-0.51, 0.36, -0.25], [3.56, 2.38, -0.13], [-0.07, 0.75, -1.38], [-0.83, 1.50, 0.13], [-0.74, 0.57, 3.39], [1.66, 1.92, -1.38], [-0.22, 0.10, 2.45], [0.51, -0.09, 0.09]]
}

***

{
  "formula": "C3H6N2O2",
  "method": "wB97M-V/def2-TZVPD",
  "molar_mass_g_mol": 102.093,
  "e_tot_ha": -377.90223,
  "smiles": "[H]/N=C(/NC=O)OC",
  "total_charge": 0,
  "symbols": ["H", "H", "C", "H", "C", "H", "N", "C", "O", "H", "H", "O", "N"],
  "positions_angstrom": [[1.78872, -1.41101, -0.90504], [1.06680, -2.77512, -0.01374], [-0.34046, 0.12668, -0.33278], [0.87828, 0.49941, -1.73564], [1.12753, -1.68866, -0.07877], [1.52711, -1.28210, 0.85722], [-1.28805, 0.52032, 0.59863], [-1.60563, 1.83559, 0.86987], [-0.20347, -1.22774, -0.27703], [-1.72097, -0.19895, 1.16188], [-1.06521, 2.53883, 0.22135], [-2.38411, 2.15258, 1.73826], [0.24867, 0.95674, -1.08334]],
  "forces_ev_per_a": [[-0.10, -0.04, 0.06], [0.03, 0.15, -0.02], [0.06, 0.25, -0.10], [0.01, -0.01, 0.09], [0.29, -0.13, 0.00], [-0.01, -0.08, -0.13], [-0.11, 0.03, 0.08], [-0.18, 0.11, 0.17], [-0.13, 0.09, -0.02], [0.07, 0.10, -0.05], [-0.08, -0.03, 0.07], [0.22, -0.13, -0.29], [-0.07, -0.32, 0.14]]
}

***

Respective maximum force values: 0.113; 0.008 hartree/bohr.
Respective HOMO-LUMO gap values: 9.93; 10.75 eV.
Respective ΔE to the lowest compared entry with this formula, charge and spin values: 462.14; 149.94 kJ/mol.